# 1
{
  "formula": "C9H14O",
  "method": "ωB97M-V/def2-TZVPD",
  "species": ["C", "C", "O", "H", "H", "H", "H", "H", "H", "C", "C", "C", "C", "C", "C", "C", "H", "H", "H", "H", "H", "H", "H", "H"],
  "coordinates": [[0.302421, 2.600322, -0.460097], [0.892797, 3.637041, 0.531834], [0.238800, 1.280748, 0.154175], [-0.740136, 2.782891, -0.744275], [1.050678, 2.449737, -1.223593], [1.799766, 4.068999, 0.079658], [0.476380, 1.397173, 1.084018], [1.245429, 3.080239, 1.388719], [0.296469, 4.484517, 0.852849], [-0.798712, -2.224506, 2.018612], [-1.258743, -1.623934, -1.722776], [-1.423776, -2.113868, -0.418225], [-0.078264, -1.034979, -2.079910], [-0.427524, -1.985712, 0.555769], [1.002656, -1.227711, -1.205016], [0.818550, -1.504531, 0.150587], [-2.169109, -1.588092, -2.306268], [-2.238899, -2.790279, -0.173609], [0.019538, -0.407283, -2.955072], [2.021997, -0.895301, -1.397551], [-1.633604, -2.930105, 2.067424], [-1.173968, -1.321619, 2.492922], [1.648979, -1.536404, 0.842334], [0.128272, -2.597347, 2.467482]],
  "forces_ev_per_angstrom": [[-0.028, -0.757, 1.691], [0.662, -0.031, -0.981], [0.022, 0.741, 0.475], [0.558, 0.465, -0.584], [-0.468, 0.357, -0.918], [-0.255, -0.050, 0.177], [-0.168, -0.245, -0.244], [0.064, 0.086, 0.502], [-0.474, -0.220, -0.024], [0.601, -0.463, -1.200], [-1.297, 0.077, 1.270], [0.789, -0.840, -0.093], [1.189, -0.261, 0.327], [-0.958, 0.707, 0.107], [0.642, 1.491, 0.958], [-0.797, -1.577, -0.826], [0.222, -0.052, -0.479], [-0.460, 0.644, -0.021], [0.153, -0.448, -0.312], [-0.295, 0.096, -0.684], [0.376, -0.219, 0.165], [0.341, 0.236, 0.067], [0.128, 0.270, -0.020], [-0.546, -0.008, 0.644]],
  "mulliken_charge": [-0.1888, -0.9207, -0.4033, 0.2766, 0.2057, 0.2795, 0.2258, 0.2734, 0.2691, -1.2868, -0.5645, -0.4311, -0.3011, 0.8398, -0.7060, -0.3419, 0.3598, 0.3073, 0.4130, 0.3420, 0.3488, 0.2559, 0.3888, 0.3586],
  "charge": 0,
  "smiles": "Cc1ccccc1.CCO",
  "homo_lumo_gap_ha": 0.3482,
  "e_tot_ev": -11606.117,
  "e_homo_ev": -8.551,
  "lumo_energy_ev": 0.9
}

=====

# 2
{
  "formula": "C3H8N2S",
  "method": "ωB97M-V/def2-TZVPD",
  "species": ["C", "C", "C", "H", "H", "H", "H", "H", "H", "H", "H", "N", "N", "S"],
  "coordinates": [[0.582958, 0.241201, 2.710856], [0.022252, 0.502750, -0.116496], [-0.014937, -0.082256, -1.580759], [1.344217, 0.203816, 3.487451], [-0.311265, -0.283230, 2.856519], [0.208236, 1.395455, 2.859345], [-0.022023, 1.575755, -0.155600], [-1.147104, 0.268636, 0.119338], [-0.537168, -1.881335, -2.588987], [0.083150, -1.821909, -0.868368], [-0.790907, 0.720862, -3.593882], [-0.414745, -1.425224, -1.717365], [-0.279375, 0.821343, -2.478289], [1.276711, -0.235864, 1.066236]],
  "forces_ev_per_angstrom": [[-0.120, 3.931, -0.540], [-2.529, -1.924, -0.211], [-3.430, 1.479, -3.001], [-0.050, -0.781, -0.147], [-0.918, -1.220, 0.694], [1.109, -2.461, -1.100], [0.837, 0.375, -0.177], [2.806, 0.069, 0.258], [0.473, -0.257, -0.517], [-1.200, -1.043, -1.959], [2.255, -0.890, 4.590], [2.316, 1.255, 4.490], [-0.490, 0.479, -2.194], [-1.060, 0.989, -0.186]],
  "mulliken_charge": [-0.8166, -0.5815, 0.2850, 0.3217, 0.3028, 0.2416, 0.4467, 0.2778, 0.2249, 0.2275, 0.2313, -0.4242, -0.6619, -0.0754],
  "charge": 0,
  "smiles": "[H]/N=C(\\N)CSC",
  "homo_lumo_gap_ha": 0.3621,
  "e_tot_ev": -17053.554,
  "e_homo_ev": -8.958,
  "lumo_energy_ev": 0.9
}

=====

Repeat the second record exactly.
{
  "formula": "C3H8N2S",
  "method": "ωB97M-V/def2-TZVPD",
  "species": ["C", "C", "C", "H", "H", "H", "H", "H", "H", "H", "H", "N", "N", "S"],
  "coordinates": [[0.582958, 0.241201, 2.710856], [0.022252, 0.502750, -0.116496], [-0.014937, -0.082256, -1.580759], [1.344217, 0.203816, 3.487451], [-0.311265, -0.283230, 2.856519], [0.208236, 1.395455, 2.859345], [-0.022023, 1.575755, -0.155600], [-1.147104, 0.268636, 0.119338], [-0.537168, -1.881335, -2.588987], [0.083150, -1.821909, -0.868368], [-0.790907, 0.720862, -3.593882], [-0.414745, -1.425224, -1.717365], [-0.279375, 0.821343, -2.478289], [1.276711, -0.235864, 1.066236]],
  "forces_ev_per_angstrom": [[-0.120, 3.931, -0.540], [-2.529, -1.924, -0.211], [-3.430, 1.479, -3.001], [-0.050, -0.781, -0.147], [-0.918, -1.220, 0.694], [1.109, -2.461, -1.100], [0.837, 0.375, -0.177], [2.806, 0.069, 0.258], [0.473, -0.257, -0.517], [-1.200, -1.043, -1.959], [2.255, -0.890, 4.590], [2.316, 1.255, 4.490], [-0.490, 0.479, -2.194], [-1.060, 0.989, -0.186]],
  "mulliken_charge": [-0.8166, -0.5815, 0.2850, 0.3217, 0.3028, 0.2416, 0.4467, 0.2778, 0.2249, 0.2275, 0.2313, -0.4242, -0.6619, -0.0754],
  "charge": 0,
  "smiles": "[H]/N=C(\\N)CSC",
  "homo_lumo_gap_ha": 0.3621,
  "e_tot_ev": -17053.554,
  "e_homo_ev": -8.958,
  "lumo_energy_ev": 0.9
}